Below is 2 unconnected molecules or ions with the total composition C3H10N3S at a distorted geometry, with properties calculated with ωB97M-V/def2-TZVPD.

Structure (ORCA input):
```
! wB97M-V def2-TZVPD RIJCOSX def2/J DEFGRID3
* xyz -1 1
N -1.4954 -0.7381 1.0090
C -0.7713 -1.8642 1.3124
N -0.3619 -2.6601 0.2582
N -0.5389 -2.1908 2.5904
H -1.8741 -0.2017 1.7739
H -1.3460 -0.3113 0.1058
H -0.3531 -2.1948 -0.6713
H 0.2913 -3.4183 0.4573
H -0.4248 -1.3735 3.2003
C 1.2605 2.1998 -0.6756
C 0.4641 1.6239 -1.8242
S -0.0920 -0.0528 -1.7454
H 2.2141 1.5813 -0.4896
H 0.6892 2.2881 0.2881
H 1.5850 3.2853 -0.8865
H 1.1491 1.6996 -2.6938
H -0.3957 2.3276 -2.0090
*
```

**Energy above the lowest of the compared OMol25 structures with the same formula, charge and spin**: 15.4 kcal/mol
**Gap between HOMO and LUMO**: 7.220 eV
**Total energy**: -18579.8735 eV


Below is a molecular structure, C4H15N3O at a distorted geometry, with properties calculated with ωB97M-V/def2-TZVPD.

Structure (ORCA input):
```
! wB97M-V def2-TZVPD RIJCOSX def2/J DEFGRID3
* xyz 0 1
C 0.3876 1.3457 -0.3886
C 0.3377 1.0132 1.1429
C 0.8033 -0.4251 1.6301
N 2.5469 -0.0315 -0.9187
N -0.7669 0.9658 -1.2313
C -0.7024 -0.5897 -1.5637
N -1.4781 -1.4101 -0.5690
H 1.4183 0.6624 -0.7116
H 0.5914 2.4277 -0.5974
H -0.8023 1.0078 1.1905
H 0.7182 1.8811 1.7037
H 1.7943 -0.5207 1.3107
H 0.2402 -1.1429 0.9283
H 3.3171 0.1821 -1.5111
H 0.7057 -0.8130 2.6665
H 2.5280 -0.9868 -0.7296
H -1.0609 -0.7574 -2.5634
H 0.3423 -0.8343 -1.5280
H -1.8008 -0.9339 0.2697
H -2.1268 -1.9805 -1.0887
H -3.1160 0.1828 1.7620
H -1.6844 1.0269 -0.8640
O -2.1922 -0.2699 1.6603
*
```

**Energy above the lowest of the compared OMol25 structures with the same formula, charge and spin**: 214.3 kcal/mol
**Gap between HOMO and LUMO**: 4.624 eV
**Total energy**: -10900.2483 eV


Below is a molecular structure, C13H3Cl5CrNO5, with properties calculated with ωB97M-V/def2-TZVPD.

Structure (ORCA input):
```
! wB97M-V def2-TZVPD RIJCOSX def2/J DEFGRID3
* xyz 3 1
Cr -0.3029 0.3011 0.0015
O 0.1964 4.1788 -0.0108
C -0.3889 3.1799 -0.0066
O 0.3610 1.8684 -0.0048
C -1.8240 2.8015 -0.0024
C -2.9210 3.6451 -0.0026
C -4.1889 3.0627 0.0015
C -4.3225 1.6730 0.0059
C -3.1639 0.9170 0.0059
N -1.9652 1.4835 0.0018
C -3.0504 -0.5623 0.0101
O -3.7965 -1.4466 0.0141
O -1.5588 -0.8386 0.0079
H -2.7859 4.7201 -0.0060
H -5.0721 3.6894 0.0014
H -5.2925 1.1907 0.0092
Cl 5.6696 -4.3436 -0.0040
C 4.4015 -3.3353 -0.0030
C 4.6523 -1.8884 -0.0055
Cl 6.2321 -1.3286 -0.0091
C 3.5918 -1.0403 -0.0048
Cl 3.7630 0.6247 -0.0073
C 2.2156 -1.5905 -0.0013
O 1.2464 -0.8283 -0.0003
C 1.9894 -3.0589 0.0012
Cl 0.4049 -3.5970 0.0050
C 3.0515 -3.9057 0.0003
Cl 2.8582 -5.5716 0.0027
*
```

**Gap between HOMO and LUMO (alpha / beta)**: 5.420 / 5.419 eV
**Total energy**: -116256.8211 eV


Below is a molecular structure, C7H18HgO7 at a distorted geometry, with properties calculated with ωB97M-V/def2-TZVPD.

Structure (ORCA input):
```
! wB97M-V def2-TZVPD RIJCOSX def2/J DEFGRID3
* xyz 0 1
Hg -16.8878 13.5388 13.4842
C -19.3284 10.1061 12.9427
C -18.5879 11.4179 13.0638
O -18.5604 12.0233 14.1635
O -17.8998 11.8366 12.0807
H -20.3772 10.2750 13.1936
H -18.9261 9.3759 13.6414
H -19.2708 9.7010 11.9359
C -16.0398 16.6883 16.1856
C -16.4067 15.6028 15.2097
O -17.4819 14.9692 15.3223
O -15.5849 15.3079 14.2835
H -16.9317 17.2662 16.4462
H -15.3115 17.3970 15.8031
H -15.7165 16.2690 17.1378
C -15.0450 10.8112 13.8269
O -15.2241 12.0579 14.5033
H -15.5214 10.8422 12.8514
H -13.9870 10.5512 13.7299
H -15.4892 10.0057 14.4212
H -14.5633 12.1461 15.1947
C -14.3193 13.3500 11.0097
O -15.4277 14.0380 11.5962
H -14.6638 12.8528 10.0918
H -13.4834 13.9797 10.7084
H -14.0137 12.5615 11.6913
H -15.4758 14.9150 11.2011
C -18.7100 14.9422 10.9007
O -18.4710 14.9996 12.3118
H -19.7645 14.7788 10.6778
H -18.4160 15.8995 10.4540
H -18.0875 14.1452 10.5079
H -19.0426 15.6471 12.7344
*
```

**Gap between HOMO and LUMO**: 9.311 eV
**Total energy**: -26057.4164 eV


Below is 2 unconnected molecules or ions with the total composition C3H8NO2S at a distorted geometry, with properties calculated with ωB97M-V/def2-TZVPD.

Structure (ORCA input):
```
! wB97M-V def2-TZVPD RIJCOSX def2/J DEFGRID3
* xyz -1 1
C 0.8888 -0.1027 -0.8181
C 1.4859 -0.3166 0.6031
S 1.3489 1.3187 1.4549
C -0.6365 0.0653 -0.8423
N -1.1056 1.3144 -1.1163
O -1.4299 -0.8823 -0.9005
H 0.9867 -0.9621 -1.4941
H 1.3717 0.7651 -1.2501
H 2.4507 -0.8128 0.4684
H 0.9168 -1.0608 1.1654
H -2.0939 1.4961 -1.2226
H -0.5371 2.0865 -0.8131
H -1.0824 -0.2819 1.6446
H -1.0885 -1.5167 1.1571
O -1.4757 -1.1101 1.9636
*
```

**Energy above the lowest of the compared OMol25 structures with the same formula, charge and spin**: 28.6 kcal/mol
**Gap between HOMO and LUMO**: 6.867 eV
**Total energy**: -19662.5780 eV


Below is a molecular structure, C39H44MoN2OP2S3 at a distorted geometry, with properties calculated with ωB97M-V/def2-TZVPD.

Structure (ORCA input):
```
! wB97M-V def2-TZVPD RIJCOSX def2/J DEFGRID3
* xyz 2 3
Mo 0.3138 -0.1096 0.5631
C -0.1723 0.8633 4.4641
C 0.8852 0.2760 5.4056
S 2.4899 0.2132 4.4911
C 2.8693 -1.5139 4.0134
C 1.7030 -2.3556 3.5814
S 0.8975 -2.2869 1.9321
C -0.6766 -2.8168 2.5405
C -1.3404 -1.7014 3.3623
S -0.8307 0.0384 2.9960
H 0.0705 1.8728 4.1756
H -1.1343 0.9173 5.1482
H 0.7177 -0.7826 5.6583
H 1.1137 0.9006 6.2248
H 3.4319 -2.0189 4.8901
H 3.6826 -1.3870 3.3239
H 0.8337 -2.2486 4.2976
H 2.0673 -3.3867 3.6910
H -0.5695 -3.6839 3.1394
H -1.1955 -3.1613 1.6031
H -1.1978 -1.9217 4.4165
H -2.4192 -1.7123 3.2326
C -3.0377 -0.6522 0.6796
P -2.0267 0.8290 0.1583
C -2.5934 1.0784 -1.5718
C -2.5544 -0.0196 -2.4601
C -3.3445 0.0412 -3.6123
C -4.1606 1.0654 -3.9484
C -4.1559 2.1583 -3.1182
C -3.4143 2.1277 -1.9252
C -2.6744 2.2386 1.1190
C -1.9378 3.4234 1.3082
C -2.4961 4.5508 1.9398
C -3.8059 4.4445 2.3972
C -4.5997 3.3247 2.2113
C -4.0686 2.2372 1.5257
C -2.2577 -1.7840 0.0404
C -2.7624 -2.9237 -0.5297
C -1.6931 -3.5574 -1.3219
C -0.5857 -2.6487 -1.1977
C 0.8448 -2.6774 -1.6356
P 1.4754 -0.9608 -1.6047
C 3.2751 -1.2439 -1.5122
C 3.8000 -2.3208 -0.8057
C 5.1400 -2.5396 -0.7655
C 5.9591 -1.6285 -1.3806
C 5.4596 -0.6623 -2.1548
C 4.1115 -0.4636 -2.2771
C 1.1760 -0.4223 -3.2567
C 1.2901 -1.2712 -4.3378
C 0.8446 -0.9122 -5.6121
C 0.2001 0.3843 -5.7835
C 0.1482 1.2321 -4.6891
C 0.5949 0.8079 -3.4520
N -0.9868 -1.6734 -0.3254
H -3.9712 -0.5172 0.0462
H -3.2565 -0.6584 1.7188
H -1.9927 -0.9584 -2.1768
H -3.4659 -0.8650 -4.1883
H -4.8860 0.8890 -4.7718
H -4.7249 3.0516 -3.2372
H -3.5853 2.9303 -1.2033
H -0.9242 3.5395 0.9453
H -1.9020 5.4549 1.9563
H -4.3018 5.4059 2.7406
H -5.6470 3.2023 2.5919
H -4.6223 1.3641 1.3189
H -3.7730 -3.2682 -0.3527
H -1.7378 -4.4417 -2.0172
H 0.9299 -3.1752 -2.5580
H 1.4969 -3.1860 -0.8869
H 3.1280 -2.9815 -0.2791
H 5.6237 -3.3534 -0.1892
H 7.0816 -1.6182 -1.3557
H 6.1004 0.0302 -2.7033
H 3.6893 0.3130 -2.9438
H 1.7652 -2.2091 -4.1295
H 0.9783 -1.4929 -6.5080
H -0.2069 0.6249 -6.7705
H -0.3440 2.1789 -4.6863
H 0.5501 1.4653 -2.6146
N 1.9097 3.8899 0.0281
C 1.7268 2.5970 0.3297
O 0.6060 2.0295 0.0937
C 2.7657 1.7372 1.0283
C 2.3220 0.2460 1.0459
H 1.2319 4.2250 -0.6415
H 2.7510 4.3206 -0.1442
H 2.9406 2.1716 2.0536
H 3.6747 1.8757 0.4542
H 2.2758 0.0101 2.1298
H 3.0906 -0.4037 0.6240
*
```

**Gap between HOMO and LUMO (alpha / beta)**: 7.110 / 6.431 eV
**Total energy**: -99108.8949 eV
**<S²>**: 2.025


Below is a molecular structure, C16H34O6Zn at a distorted geometry, with properties calculated with ωB97M-V/def2-TZVPD.

Structure (ORCA input):
```
! wB97M-V def2-TZVPD RIJCOSX def2/J DEFGRID3
* xyz 0 1
Zn -9.6640 -21.5612 10.4231
C -11.8262 -23.3685 8.2516
C -11.0707 -22.2061 7.6233
O -10.1650 -21.6398 8.4969
H -12.6261 -23.6891 7.5652
H -12.3618 -23.0560 9.1509
H -11.1953 -24.2267 8.4708
H -11.7369 -21.4544 7.1684
H -10.5465 -22.6022 6.7273
C -11.2736 -22.7920 14.0117
C -11.9262 -22.2101 12.7418
O -11.0849 -22.1142 11.6660
H -11.9338 -22.5219 14.8441
H -10.3304 -22.2907 14.2430
H -11.0943 -23.8645 13.9335
H -12.2935 -21.2033 13.0228
H -12.8270 -22.7853 12.4739
C -6.3011 -20.2721 12.8237
C -7.4050 -21.2893 12.9748
O -8.3471 -21.2788 12.2118
C -7.3448 -22.2729 14.1211
H -5.4141 -20.7988 12.4562
H -6.0824 -19.8373 13.8006
H -6.5752 -19.5292 12.0821
H -7.9752 -23.1306 13.9018
H -7.6410 -21.7529 15.0312
H -6.3344 -22.6697 14.2559
C -8.7530 -25.4742 9.0086
C -8.8186 -24.6693 10.2955
O -8.8463 -23.4670 10.2963
C -8.7043 -25.4337 11.5897
H -9.6763 -26.0600 8.9663
H -7.9384 -26.1809 9.1460
H -8.7216 -24.7859 8.1715
H -8.1254 -24.8755 12.3223
H -8.2056 -26.3877 11.4136
H -9.6846 -25.6315 12.0260
C -5.3114 -20.3216 8.8303
C -6.5320 -21.1878 8.9679
O -7.4911 -20.8220 9.6044
C -6.5429 -22.5055 8.2361
H -5.3225 -19.8837 7.8266
H -4.3730 -20.8717 8.8890
H -5.3780 -19.5114 9.5541
H -6.2329 -23.2779 8.9454
H -5.9178 -22.5331 7.3457
H -7.5685 -22.7315 7.9379
C -10.3878 -17.2550 11.0731
C -9.8085 -18.3656 10.2529
O -9.8583 -19.5039 10.6458
C -9.3428 -18.0628 8.8545
H -11.3929 -16.9773 10.7516
H -9.7695 -16.3560 11.0749
H -10.5088 -17.5617 12.1143
H -8.5396 -17.3235 8.8924
H -10.1846 -17.6678 8.2883
H -8.9798 -19.0001 8.4369
*
```

**Energy above the lowest of the compared OMol25 structures with the same formula, charge and spin**: 4.5 kcal/mol
**Gap between HOMO and LUMO**: 7.055 eV
**Total energy**: -77845.2706 eV


Below is 2 unconnected molecules or ions with the total composition C6H14N2 at a distorted geometry, with properties calculated with ωB97M-V/def2-TZVPD.

Structure (ORCA input):
```
! wB97M-V def2-TZVPD RIJCOSX def2/J DEFGRID3
* xyz 0 1
C -0.7976 0.5560 -1.5027
C -1.3959 0.7203 0.8174
N -0.3388 0.3033 -0.1243
C -0.0030 -1.8115 0.2359
C -0.3416 -2.6031 -0.8137
H -0.3526 -2.0692 1.2305
H -1.7364 0.0330 -1.6937
H -0.0950 0.1817 -2.2480
H -1.5158 1.8057 0.8231
H -1.1617 0.3740 1.8253
H -2.3534 0.2656 0.5520
H -0.9398 1.6270 -1.6636
H -0.0318 -2.3563 -1.8226
H -0.8952 -3.5234 -0.6745
C 1.4321 1.3450 1.4825
C 1.0929 0.7510 0.1362
N 1.9825 0.8832 -0.7822
H 1.7406 0.3455 -1.6120
H 1.0865 -1.3675 0.3894
H 2.4645 1.0971 1.7349
H 1.3624 2.4350 1.4102
H 0.7972 1.0076 2.2999
*
```

**Energy above the lowest of the compared OMol25 structures with the same formula, charge and spin**: 84.6 kcal/mol
**Gap between HOMO and LUMO**: 8.377 eV
**SMILES string**: [H]/N=C(/C)N(C)C.C=C
**Total energy**: -9425.8172 eV


Which of these has the highest total energy? C6H14N2